{"formula": "C5NO3", "method": "ωB97M-V/def2-TZVPD", "relative_energy_kj_mol": 39.9, "total_charge": -1, "homo_lumo_gap_ev": 7.68, "lumo_energy_ev": 2.8, "fmax_ha_per_bohr": 0.045, "species": ["C", "C", "C", "O", "C", "C", "O", "N", "O"], "xyz": [[-2.5087, -0.1173, 0.1940], [-1.3369, -0.4520, 0.3255], [-3.8251, 0.2127, -0.1750], [0.9593, -2.3228, -0.1292], [3.3756, 1.1674, -0.0124], [1.2429, -1.2750, 0.2446], [3.5294, 0.9256, -1.1460], [-4.9259, 0.4404, -0.4236], [3.4894, 1.4210, 1.1220]], "forces_ev_per_a": [[-2.103, 0.590, -0.800], [0.745, 0.004, 0.299], [1.930, -0.647, 0.868], [0.763, 1.748, 0.675], [1.796, -0.135, 0.032], [-0.477, -1.927, -0.749], [-0.953, 0.217, 0.804], [-0.790, 0.283, -0.315], [-0.912, -0.132, -0.814]], "lowdin_charge": [-0.32, -0.12, -0.40, -0.05, -0.43, -0.07, 0.17, 0.05, 0.18]}